No. 1
Here is a 3-piece molecular cluster, C12H25Cl4N3O4 overall in a non-equilibrium geometry from OMol25. Energies are from ωB97M-V/def2-TZVPD.

Each line ends with the Löwdin charge.
Element x y z (Å)
C  2.2005  0.8853  0.2991  -0.16
N  1.3163  -0.3151  0.2879  -0.16
C  1.4061  -1.0781  -0.9925  -0.13
C  -0.0583  -0.0189  0.6695  -0.34
O  -0.8142  -1.0035  0.9255  0.01
C  -0.7170  1.4270  0.7801  -0.11
N  -0.6831  2.2244  -0.4902  0.05
C  -1.9879  2.1988  -1.1836  -0.42
O  -1.9698  1.9341  -2.4122  0.07
O  -3.2234  2.4926  -0.5695  -0.03
C  -4.2900  1.6786  -1.1535  -0.10
C  -5.5513  1.5273  -0.1436  -0.30
O  -5.1478  1.7085  1.2461  -0.07
C  -6.2928  0.1170  -0.3399  -0.23
N  -5.4745  -1.0461  0.1551  -0.02
H  3.2574  0.5036  0.5590  0.06
H  2.2831  1.3139  -0.7592  0.10
H  1.9487  1.6580  1.0981  -0.03
H  2.3351  -1.7607  -0.9091  -0.06
H  0.4588  -1.7062  -1.1744  0.10
H  1.4995  -0.3974  -1.9229  0.10
H  -0.2035  2.0726  1.5830  0.13
H  -1.8007  1.2933  1.1397  0.14
H  -0.5350  3.2047  -0.1754  0.13
H  -3.9391  0.6340  -1.4537  0.13
H  -4.6703  2.2369  -2.0719  0.14
H  -6.2595  2.4019  -0.4002  0.15
H  -5.9811  1.7559  1.7623  0.10
H  -6.5634  -0.0282  -1.4434  0.12
H  -7.2770  0.0764  0.2431  0.12
H  -4.6221  -1.1294  -0.4258  0.06
H  -6.0135  -1.9020  -0.0840  0.07
Cl  4.7699  -6.2673  -2.4506  0.54
C  3.3860  -6.0478  -1.3507  -0.67
C  2.4944  -4.8988  -1.7744  -0.61
Cl  3.2916  -3.3176  -1.5746  0.65
H  3.7753  -5.9024  -0.3419  0.07
H  2.8193  -6.9808  -1.3655  0.07
H  1.5954  -4.8795  -1.1551  0.08
H  2.1872  -4.9926  -2.8172  0.07
Cl  5.9964  0.7610  1.5762  0.56
C  5.9725  2.4815  2.0371  -0.65
C  4.9409  2.7736  3.1071  -0.63
Cl  3.2732  2.6010  2.5006  0.63
H  5.7940  3.0707  1.1362  0.07
H  6.9699  2.7227  2.4094  0.07
H  5.0467  3.8038  3.4521  0.07
H  5.0573  2.1131  3.9678  0.07

Summary:
* E_LUMO: 0.591 eV
* orbital gap: 9.334 eV
* charge: 0
* molar mass: 417.2 g mol⁻¹
* SMILES string: CN(C)C(=O)CNC(=O)OC[C@H](O)CN.ClCCCl.ClCCCl
* calculated total energy: -75596.0837 eV

---

No. 2
Here is C3H5NO as an isolated structure from OMol25. Energies are from ωB97M-V/def2-TZVPD.

Each line ends with the Löwdin charge.
Element x y z (Å)
C  0.1202  -1.3515  -0.2503  -0.23
O  1.0595  -0.4903  -0.1418  -0.13
C  0.5458  1.3703  0.2206  0.02
C  -0.7961  1.1669  0.2495  -0.23
N  -1.7116  0.3904  0.1554  0.13
H  -0.0363  -2.0561  0.5814  0.10
H  -0.1291  -1.7236  -1.2563  0.10
H  -1.1062  -0.6540  -0.0639  0.05
H  0.9822  1.8410  -0.6542  0.10
H  1.0717  1.5068  1.1597  0.10

Summary:
* E_LUMO: 0.384 eV
* orbital gap: 9.913 eV
* charge: 0
* molar mass: 71.1 g mol⁻¹
* calculated total energy: -6725.6431 eV
* relative energy (zero: lowest compared OMol25 entry of this formula, charge and spin): 90.6 kcal per mole

---

No. 3
Here is C2H5CdF14NO5P2S2 as an isolated structure in a non-equilibrium geometry from OMol25. Energies are from ωB97M-V/def2-TZVPD.

Each line ends with the Löwdin charge.
Element x y z (Å)
Cd  0.0660  -0.3882  -0.2487  1.43
C  -3.2505  1.0892  -0.8385  -0.12
C  -2.7642  -0.0701  -1.6431  -0.49
O  -1.6621  -0.8270  -1.2178  -0.42
H  -3.7615  0.9461  0.1136  0.07
H  -3.9114  1.5015  -1.6009  0.06
H  -2.4693  1.8449  -0.7567  0.04
H  -2.4624  0.3211  -2.6147  0.08
H  -3.6385  -0.6628  -1.9121  0.08
N  0.7365  1.3427  -0.1108  -0.45
S  0.7622  2.5438  -1.0823  0.46
O  1.8659  2.3806  -1.9953  -0.28
O  0.3621  3.8760  -0.6357  -0.28
F  -0.4389  2.0171  -2.0278  -0.20
S  1.6701  2.1004  1.0918  0.60
O  0.8256  2.6033  2.1616  -0.27
O  3.0120  2.5796  0.7418  -0.28
F  2.2057  0.7497  1.7649  -0.20
P  -0.4128  -1.7570  3.0097  0.17
F  1.1874  -1.8319  2.8258  -0.18
F  -0.2201  -0.2843  3.6797  -0.18
F  -0.5391  -0.9333  1.5641  -0.28
F  -1.9645  -1.5500  3.4311  -0.16
F  -0.6183  -3.1113  2.1693  -0.14
F  -0.0004  -2.5400  4.3341  -0.16
P  2.2810  -1.7406  -1.4896  0.20
F  3.1828  -3.0127  -0.9931  -0.15
F  0.9144  -2.5439  -1.2598  -0.18
F  1.8398  -1.1508  -0.0198  -0.28
F  1.2261  -0.5975  -1.9930  -0.24
F  3.5037  -0.6805  -1.4432  -0.12
F  2.4726  -2.2146  -3.0049  -0.13

Summary:
* E_LUMO: 5.038 eV
* orbital gap: 7.741 eV
* charge: -2
* molar mass: 627.5 g mol⁻¹
* calculated total energy: -96750.0898 eV
* relative energy (zero: lowest compared OMol25 entry of this formula, charge and spin): 88.9 kcal per mole

---

No. 4
Here is C12H24Cl2N2O3PTl as an isolated structure in a non-equilibrium geometry from OMol25. Energies are from ωB97M-V/def2-TZVPD.

Each line ends with the Löwdin charge.
Element x y z (Å)
C  3.9453  2.1355  -4.2840  -0.06
C  3.2038  1.7128  -3.0662  -0.35
H  4.7639  2.8461  -4.0484  0.12
H  3.2427  2.6302  -4.9813  0.11
H  4.3682  1.2317  -4.7617  0.10
O  3.2525  1.9311  -1.9013  0.12
Cl  -0.1498  -1.3945  -5.1541  -0.10
Tl  1.6157  -0.0332  -4.0199  0.67
P  2.6205  -1.3437  0.5566  0.93
C  3.5698  -1.3113  2.1260  -0.19
C  2.0546  -3.0888  0.6712  -0.21
H  3.7098  -1.8675  -1.5712  0.05
H  4.7736  -2.1676  -0.1464  0.08
H  4.4948  -0.4977  -0.7332  0.06
C  4.0400  -1.4865  -0.5982  -0.22
H  1.5477  -3.3964  -0.2500  0.04
H  2.9436  -3.7071  0.8540  0.08
H  4.2386  -2.1794  2.0817  0.08
H  2.8945  -1.4026  2.9862  0.08
H  1.3629  -3.1901  1.5200  0.07
H  4.1536  -0.3887  2.2124  0.07
C  1.6334  1.0531  0.4517  -0.01
O  1.2860  2.1395  0.3660  0.16
Cl  0.9303  -1.0653  -1.7010  0.08
C  -3.3533  1.5759  -1.3137  -0.04
N  -3.5783  0.9894  -0.0242  -0.08
C  -4.8063  1.3102  0.6637  -0.15
C  -5.0010  0.3722  1.8336  -0.15
C  -3.7489  0.3030  2.6826  -0.15
N  -2.6251  -0.0476  1.8559  -0.08
C  -1.4254  -0.4927  2.5081  -0.05
C  -2.4515  0.4858  0.5901  -0.45
O  -1.3481  0.4942  0.0297  -0.02
H  -4.3173  1.8161  -1.7645  0.10
H  -2.8123  0.8752  -1.9565  0.09
H  -2.7542  2.4952  -1.2447  0.10
H  -4.7906  2.3573  1.0192  0.14
H  -5.6243  1.2148  -0.0615  0.13
H  -5.2553  -0.6269  1.4609  0.13
H  -5.8379  0.7280  2.4412  0.13
H  -3.8506  -0.4630  3.4592  0.13
H  -3.5877  1.2804  3.1728  0.14
H  -0.7929  0.3538  2.8125  0.10
H  -1.6970  -1.0652  3.4007  0.10
H  -0.8379  -1.1156  1.8263  0.08

Summary:
* E_LUMO (spin up / spin down): -10.675 / -10.674 eV
* orbital gap (spin up / spin down): 2.670 / 2.676 eV
* charge: +2
* molar mass: 550.6 g mol⁻¹
* calculated total energy: -60964.3771 eV

---

No. 5
Here is an isolated ion of composition C4H7N2O and charge +1 in a non-equilibrium geometry from OMol25. Energies are from ωB97M-V/def2-TZVPD.

Each line ends with the Löwdin spin population.
Element x y z (Å)
C  -1.4696  1.0303  -0.3873  0.09
C  -0.1947  1.3611  0.5060  0.02
C  -1.6784  -0.3584  -0.7504  0.48
C  0.5528  -1.0514  0.0269  0.60
N  -0.5916  -1.2098  -0.5807  0.37
N  0.9092  0.3634  0.1209  0.08
O  -2.2496  1.9388  -0.6969  0.29
H  0.0681  2.3917  0.3209  0.00
H  -0.8288  1.2750  1.5135  0.00
H  -2.4504  -0.7469  -1.2435  0.02
H  1.2818  -1.8909  0.1727  0.02
H  -0.8503  -2.1688  -0.6807  0.00
H  1.2338  0.5905  -0.7655  0.02
H  1.8194  0.3378  0.6097  0.00

Summary:
* E_LUMO (spin up / spin down): -3.736 / -6.201 eV
* orbital gap (spin up / spin down): 7.650 / 7.991 eV
* charge: +1
* molar mass: 99.1 g mol⁻¹
* calculated total energy: -9277.5181 eV
* relative energy (zero: lowest compared OMol25 entry of this formula, charge and spin): 22.3 kcal per mole
* spin multiplicity: 3
* expectation value of S²: 2.019

---

No. 6
Here is a 8-piece molecular cluster, C13H42N9O8 overall in a non-equilibrium geometry from OMol25. Energies are from ωB97M-V/def2-TZVPD.

Each line ends with the Löwdin charge.
Element x y z (Å)
C  0.1978  0.6416  -0.5032  -0.43
O  0.8635  -0.3966  -1.0518  -0.35
H  0.8894  1.4594  -0.2023  0.04
H  -0.5649  1.0285  -1.2456  0.02
H  -0.4628  0.2970  0.3410  0.04
C  0.1269  4.9894  -0.9136  -0.10
C  1.0058  4.1095  -1.7607  -0.34
O  0.3052  3.2650  -2.6441  -0.08
H  -0.6255  5.5007  -1.5229  0.07
H  0.6887  5.7414  -0.3573  0.07
H  -0.4665  4.4242  -0.1872  0.07
H  1.7019  3.5479  -1.1241  0.09
H  1.6670  4.7020  -2.4016  0.11
H  0.0281  2.4661  -2.1755  0.02
C  2.3279  2.9990  2.2167  -0.08
C  1.9070  1.6238  2.6746  -0.32
O  2.3450  1.3390  4.0146  -0.10
H  1.7772  3.8065  2.6985  0.07
H  2.1121  3.0660  1.1443  0.05
H  3.4005  3.1853  2.3159  0.07
H  2.2554  0.8580  1.9802  0.08
H  0.8222  1.6059  2.7682  0.11
H  3.3047  1.3730  4.0549  0.07
C  2.5300  -2.4700  0.9815  -0.70
O  2.6840  -2.6269  -0.2026  0.06
N  1.3831  -1.9603  1.5588  0.16
N  3.5681  -2.5591  1.8862  0.13
H  1.6240  -1.3097  2.2884  0.07
H  0.7266  -1.6648  0.8375  0.07
H  4.5022  -2.7157  1.5584  0.09
H  3.4434  -2.4465  2.8753  0.08
C  4.8407  0.5262  -1.0760  -0.68
O  4.3270  0.2551  -2.1354  0.06
N  6.0548  1.1655  -1.0067  0.12
N  4.4082  0.0335  0.1314  0.16
H  6.4910  1.5304  -1.8308  0.09
H  6.4860  1.4319  -0.1402  0.07
H  3.5294  -0.4664  0.0950  0.07
H  4.8789  0.1810  1.0019  0.08
C  -0.6540  -0.4722  -4.9244  -0.68
O  0.2422  -1.2802  -4.8852  0.07
N  -1.5134  -0.3978  -6.0097  0.13
N  -0.9736  0.4017  -3.9141  0.15
H  -1.3293  -1.0109  -6.7795  0.09
H  -2.1151  0.3953  -6.1322  0.08
H  -0.2281  0.5397  -3.2397  0.08
H  -1.7310  1.0332  -4.0959  0.10
C  -3.9028  -1.2565  -1.9277  -0.67
O  -4.9438  -1.6837  -1.4402  -0.01
N  -3.7524  -1.1453  -3.3057  0.13
N  -2.7382  -1.0520  -1.2747  0.19
H  -4.5748  -0.8505  -3.8046  0.09
H  -2.8895  -0.7305  -3.6313  0.03
H  -1.9740  -0.6678  -1.8094  0.07
H  -2.6189  -1.1312  -0.2842  0.04
C  -1.7268  -1.1779  3.3165  -0.07
C  -2.5065  -1.5335  2.0461  -0.44
C  -3.5908  -2.5525  2.3089  -0.21
O  -3.0506  -3.7615  2.8047  -0.17
C  -3.9088  -4.8450  2.5633  -0.13
N  -3.1903  -0.3238  1.5559  0.03
H  -1.1313  -1.9577  3.8008  0.07
H  -2.4493  -0.8201  4.0568  0.08
H  -0.9774  -0.4148  3.0875  0.06
H  -1.7615  -1.8655  1.3181  0.13
H  -4.1296  -2.7021  1.3661  0.12
H  -4.2913  -2.1533  3.0573  0.13
H  -3.3823  -5.7588  2.8508  0.08
H  -4.1833  -4.9077  1.5086  0.09
H  -4.8013  -4.8317  3.2041  0.08
H  -3.7931  -0.0265  2.3149  0.07
H  -2.5132  0.4040  1.3564  0.06

Summary:
* E_LUMO: 2.334 eV
* orbital gap: 5.950 eV
* charge: -1
* molar mass: 452.5 g mol⁻¹
* calculated total energy: -43955.4148 eV
* relative energy (zero: lowest compared OMol25 entry of this formula, charge and spin): 7.7 kcal per mole

---

No. 7
Here is one molecule with the formula C2H6N2S in a non-equilibrium geometry from OMol25. Energies are from ωB97M-V/def2-TZVPD.

Each line ends with the Löwdin charge.
Element x y z (Å)
C  0.8280  -1.6158  0.5305  -0.14
C  -0.5494  -0.3994  -1.1187  -0.41
H  0.4608  -2.4828  -0.0636  0.09
H  1.9230  -1.4973  0.4185  0.08
H  0.6378  -1.7625  1.5905  0.07
H  -0.9836  1.2771  1.0881  -0.14
H  -0.4679  -1.3399  -1.6022  0.11
H  -1.7191  0.3139  -2.4090  0.04
N  0.2144  -0.4086  -0.0038  -0.55
N  -1.1778  0.5971  -1.5820  0.06
S  0.3263  1.0164  0.9755  0.78

Summary:
* E_LUMO: 0.838 eV
* orbital gap: 9.436 eV
* charge: 0
* molar mass: 90.2 g mol⁻¹
* SMILES string: [H]/N=C/N(C)S
* calculated total energy: -15985.6789 eV
* relative energy (zero: lowest compared OMol25 entry of this formula, charge and spin): 25.8 kcal per mole

---

> Which formula does entry 2 have?

C3H5NO